No. 1
The following is a DFT calculation (wB97M-V/def2-TZVPD) of a molecular structure, C23H24EuN2O5S4 in a non-equilibrium geometry.

## Properties
<S²> = 15.7601
Electronic energy = -100131.37131 eV
Lowest unoccupied orbital energy (spin up / spin down) = 0.159 / 0.159 Eh
Charge = -2
Highest occupied orbital energy (spin up / spin down) = -0.614 / -0.904 eV
Multiplicity = 8

```
59
Properties=species:S:1:pos:R:3:forces:R:3
Eu 7.012165 -15.599787 -2.861528 1.1 -0.1 -0.5
C 15.540185 -17.313626 -2.942578 0.6 0.8 -0.2
C 14.272362 -16.554578 -3.284564 -1.1 -1.9 -0.6
C 14.264155 -15.278144 -3.749352 0.5 2.6 0.6
C 13.086058 -14.576505 -4.059257 1.0 -1.5 0.3
C 11.852261 -15.189990 -3.975206 0.1 1.7 -0.9
C 11.784569 -16.480118 -3.513498 1.3 -0.4 0.7
C 13.006510 -17.144511 -3.201573 -1.6 -0.7 0.3
S 10.481651 -14.111322 -4.576955 0.3 0.6 0.0
O 11.053799 -12.808071 -4.905819 0.4 -0.5 0.6
O 9.877597 -14.755453 -5.699412 -0.2 -1.0 -0.6
N 9.414641 -14.054059 -3.440570 -0.6 -0.7 -0.3
C 9.580953 -13.506969 -2.230597 -0.6 -0.2 1.0
C 10.696429 -12.813385 -1.731330 1.2 0.2 -1.8
C 10.697130 -12.325595 -0.462827 1.8 0.4 1.1
C 9.587687 -12.484862 0.319977 -1.4 -0.2 0.4
C 8.486872 -13.184823 -0.242022 1.7 1.3 0.9
N 8.481542 -13.733549 -1.427703 0.6 0.6 -0.6
H 15.741820 -17.149261 -1.890245 0.1 -0.3 0.4
H 16.416888 -16.839550 -3.452263 -0.7 -0.5 0.1
H 15.535004 -18.398467 -3.149837 -0.2 0.6 0.0
H 15.180263 -14.677893 -3.602001 -0.3 -0.3 -0.7
H 13.139927 -13.570282 -4.350400 0.1 1.2 -0.4
H 10.831810 -16.897271 -3.246701 -0.1 -0.5 -0.3
H 12.860782 -18.164131 -2.810661 0.3 0.4 -0.2
H 11.569640 -12.582884 -2.387561 -0.9 -0.5 0.5
H 11.662820 -11.903235 -0.050508 -1.3 -0.2 -0.5
H 9.492879 -12.050077 1.321144 0.1 -0.3 -0.4
H 7.625027 -13.179692 0.374862 -1.1 -0.6 0.2
C 3.930662 -16.224131 -0.615611 -1.1 -1.7 0.7
C 4.327820 -15.837706 -1.969572 0.2 1.2 -0.5
S 4.913439 -14.180998 -2.059425 -0.5 1.1 0.2
C 4.251325 -16.703562 -2.985250 0.3 -1.3 -0.7
C 3.590418 -18.050281 -2.696187 -0.9 0.8 -0.4
S 4.948574 -16.581422 -4.624342 -0.3 0.3 0.4
H 2.870497 -16.207897 -0.362223 -0.5 0.4 -0.3
H 4.412800 -15.606169 0.069548 0.8 1.1 1.3
H 4.203637 -17.248218 -0.370858 0.2 -0.3 0.0
H 2.534170 -17.920181 -2.332313 0.9 -0.1 -0.1
H 4.150814 -18.668322 -2.017788 0.3 -0.3 0.5
H 3.552786 -18.549127 -3.642864 -0.2 -0.5 -0.4
C 4.455457 -21.276134 0.559177 -0.6 0.5 -0.5
C 5.624993 -20.397846 0.149037 -1.7 0.7 2.2
C 5.856402 -19.141270 0.781949 0.2 -1.6 -1.7
C 6.881994 -18.376891 0.290347 1.3 0.5 0.2
C 7.701700 -18.896478 -0.729171 -0.6 0.7 0.2
C 7.510738 -20.170170 -1.263707 1.5 1.3 0.0
C 6.442431 -20.911880 -0.798778 1.0 -0.2 -1.1
S 8.955428 -17.895542 -1.542779 0.3 -1.0 0.5
O 10.106447 -18.772060 -1.475978 0.6 0.1 0.0
O 8.443977 -17.774299 -2.912052 -0.2 0.4 0.0
O 9.085703 -16.610974 -0.860033 -0.5 -0.4 -0.2
H 4.305228 -22.010817 -0.220268 -0.1 -0.2 -0.3
H 3.485986 -20.727353 0.631769 0.8 -0.3 0.3
H 4.665087 -21.867888 1.439720 -0.1 0.1 0.6
H 5.208182 -18.773522 1.535951 -0.5 0.2 0.6
H 7.164680 -17.423119 0.776081 -0.3 -0.5 -0.6
H 8.340563 -20.409953 -1.962752 -1.2 -0.6 0.2
H 6.198496 -21.881156 -1.201798 0.1 -0.2 -0.2
```
Forces are in eV/Å.

No. 2
The following is a DFT calculation (wB97M-V/def2-TZVPD) of a molecular structure, C6H12N2O in a non-equilibrium geometry.

## Properties
Electronic energy = -11442.01176 eV
Lowest unoccupied orbital energy = 0.031 Eh
Highest occupied orbital energy = -8.826 eV

```
21
Properties=species:S:1:pos:R:3:forces:R:3
C 0.435600 1.583250 0.435678 -1.5 1.2 0.5
C 0.791731 0.171619 0.010577 -0.7 2.2 0.4
C 0.339567 -1.073017 0.801774 -0.3 -0.7 -0.1
C -1.231569 -0.909915 0.983717 2.6 1.4 -0.2
C -1.526067 -0.400593 -0.438978 -2.5 0.0 0.6
C -0.157564 -0.408631 -1.050429 2.5 -1.1 0.0
H 1.084305 1.914404 1.223131 0.3 0.1 0.8
H -0.651120 1.815691 0.717827 1.8 -0.7 -0.2
H 0.644408 2.293582 -0.370424 0.1 -0.2 -0.3
H 2.516577 0.620366 -1.165679 -0.5 -0.3 1.5
H 2.662547 0.620056 0.614591 -0.6 -1.3 -3.0
H 0.999956 -1.527350 1.569246 -0.7 0.4 -0.2
H -1.425999 -0.166934 1.761936 -0.4 -0.1 -0.3
H -1.760957 -1.803464 1.126685 -0.3 -1.3 0.6
H -2.283729 -1.076303 -0.936109 1.2 0.4 0.2
H -2.188747 1.160792 -1.244878 -0.5 0.4 0.8
H 0.120902 -0.154419 -2.087582 -0.8 -0.3 0.2
H 1.264232 -1.868704 -0.848188 0.7 -0.1 0.0
N 2.248028 0.114673 -0.284186 0.4 1.0 1.6
N 0.327120 -1.777174 -0.510271 -1.5 -0.7 -0.9
O -2.209218 0.872062 -0.308439 0.5 -0.3 -1.9
```
Forces are in eV/Å.

No. 3
The following is a DFT calculation (wB97M-V/def2-TZVPD) of H5N2OP in the gas phase in a non-equilibrium geometry.

## Properties
Electronic energy = -14398.11923 eV
Lowest unoccupied orbital energy = 0.034 Eh
Highest occupied orbital energy = -9.432 eV

```
9
Properties=species:S:1:pos:R:3:forces:R:3
N 0.529413 0.277521 -1.607517 -0.5 0.4 0.2
P 0.220860 0.303322 -0.098490 0.3 -1.5 0.4
N -1.195367 -0.292930 0.616609 0.6 -0.5 -0.4
O 1.348623 -0.634850 0.503637 1.0 -1.1 0.1
H -0.243873 0.563011 -2.163453 -0.5 0.3 -0.9
H 0.326967 1.411444 0.708160 0.5 1.0 0.0
H -0.996374 -0.956360 1.378368 -0.3 0.6 -0.5
H -1.786441 0.473418 0.890263 -0.4 -0.1 0.4
H 1.796192 -1.144576 -0.227577 -0.7 0.9 0.9
```
Forces are in eV/Å.

No. 4
The following is a DFT calculation (wB97M-V/def2-TZVPD) of C5H7NO2 in the gas phase in a non-equilibrium geometry.

## Properties
Electronic energy = -10882.06153 eV
Lowest unoccupied orbital energy = 0.025 Eh
Highest occupied orbital energy = -9.267 eV

```
15
Properties=species:S:1:pos:R:3:forces:R:3
C 0.253844 -0.481123 1.581283 -0.1 -0.3 0.4
C 0.589055 0.346102 0.408826 4.0 3.4 1.4
C 1.845393 1.486570 0.680320 -2.5 -1.5 0.8
O 2.446719 1.506941 1.715261 0.0 -0.1 -0.5
C 0.220139 0.384777 -0.828020 -3.4 -4.2 -2.0
C -0.807544 -0.954537 -1.257059 1.3 2.2 0.0
N -2.057557 -0.554656 -1.583925 -0.3 0.1 -0.1
O -0.440013 -2.102675 -1.309037 0.2 0.5 0.2
H 0.116183 0.146398 2.464077 0.1 0.1 -0.1
H 1.074686 -1.158311 1.816954 0.1 0.0 0.0
H -0.647482 -1.079855 1.473821 0.0 0.0 -0.3
H 1.976377 2.284986 -0.088440 0.0 -0.5 -0.1
H 0.502391 1.005142 -1.659739 0.3 0.3 0.1
H -2.718690 -1.227122 -1.947968 0.1 0.0 0.2
H -2.353500 0.397363 -1.466353 0.1 0.0 0.0
```
Forces are in eV/Å.

No. 5
The following is a DFT calculation (wB97M-V/def2-TZVPD) of a molecular structure, AsCsF6 in a non-equilibrium geometry.

## Properties
Electronic energy = -77695.83797 eV
Lowest unoccupied orbital energy = -0.041 Eh
Highest occupied orbital energy = -12.208 eV

```
8
Properties=species:S:1:pos:R:3:forces:R:3
Cs 1.255300 -1.278387 3.040688 -0.3 0.2 -0.6
As -0.187142 0.211544 -0.469695 -0.8 -0.5 -0.4
F 0.111193 1.891467 -0.734169 -0.1 -0.3 0.2
F 1.301085 0.130399 0.499080 0.0 -0.1 0.3
F -0.440382 -1.509299 -0.090151 0.3 0.5 0.0
F -1.661755 0.254177 -1.379993 0.5 0.0 0.2
F 0.728046 -0.226012 -1.868010 -0.1 0.1 0.3
F -1.106346 0.526110 1.002253 0.6 0.2 0.0
```
Forces are in eV/Å.

No. 6
The following is a DFT calculation (wB97M-V/def2-TZVPD) of C5H6O in the gas phase.

## Properties
Electronic energy = -7323.23177 eV
Lowest unoccupied orbital energy (spin up / spin down) = -0.016 / -0.016 Eh
Highest occupied orbital energy (spin up / spin down) = -7.267 / -7.268 eV

```
12
Properties=species:S:1:pos:R:3:forces:R:3
C -0.659545 -1.280863 -0.170627 -0.1 0.0 0.0
C 0.691575 -0.555960 -0.243673 0.1 0.0 -0.1
C 0.930227 0.429112 -1.223729 0.0 0.0 0.1
O 0.462245 1.544711 -0.767980 0.0 -0.1 -0.1
C 0.154554 1.041244 0.597175 -0.2 0.2 0.4
C -0.368963 1.562933 1.586077 0.2 0.0 -0.2
H -0.700828 -1.802643 0.790270 0.0 0.1 -0.1
H -1.511463 -0.599426 -0.209046 0.1 -0.1 -0.1
H -0.756537 -2.024493 -0.970185 0.1 0.1 0.1
H 1.511229 -1.268721 -0.096581 -0.1 0.1 0.0
H 1.478801 0.462163 -2.162852 -0.1 -0.1 0.1
H -0.758147 1.755796 2.561713 0.1 -0.2 -0.1
```
Forces are in eV/Å.